Entry 1:
56
Properties=species:S:1:pos:R:3:forces:R:3:lowdin_charge:R:1 method="wB97M-V/def2-TZVPD" e_homo_ev=-8.56 smiles="N=P(N1CCOCC1)(N1CCOCC1)[C@]12C[C@H]3C[C@H](C[C@H](C3)C1)C2" max_force_ev_per_a=1.61 homo_lumo_gap_ev=9.301
N -0.727 -0.673 2.173 -0.43 -0.06 0.04 -0.1275
P -0.718 -0.408 0.644 0.88 0.24 -1.33 0.7687
N -1.105 -1.775 -0.349 0.21 0.53 0.63 -0.2183
C -1.622 -2.902 0.400 0.04 -0.27 0.17 -0.1960
C -3.127 -2.691 0.692 -0.04 -0.23 0.11 -0.1827
O -3.557 -1.473 0.128 -0.29 0.11 0.09 -0.1669
C -3.355 -1.472 -1.265 -0.10 0.03 -0.18 -0.1774
C -1.844 -1.624 -1.581 -0.08 0.11 -0.05 -0.1768
N -1.575 0.975 0.158 0.10 -0.68 0.30 -0.1965
C -1.658 1.645 -1.121 0.22 0.34 -0.14 -0.1848
C -1.544 3.161 -0.908 0.14 -0.20 -0.27 -0.1936
O -2.549 3.635 -0.047 -0.14 0.08 -0.07 -0.1280
C -2.483 2.975 1.200 -0.08 -0.29 0.22 -0.1858
C -2.622 1.461 1.039 -0.14 0.36 0.31 -0.1889
C 1.068 -0.143 0.204 -0.93 -0.01 0.28 -0.4450
C 1.519 1.175 0.818 0.19 0.18 0.08 -0.1295
C 3.028 1.333 0.640 0.11 0.24 0.07 -0.2890
C 3.751 0.183 1.340 -0.02 -0.01 -0.03 -0.1178
C 3.307 -1.143 0.725 0.14 -0.17 0.01 -0.2900
C 3.655 -1.163 -0.761 -0.01 0.03 0.04 -0.1212
C 2.926 -0.017 -1.457 0.09 0.02 -0.28 -0.2901
C 3.368 1.315 -0.850 0.00 -0.03 0.04 -0.1189
C 1.413 -0.177 -1.282 -0.01 0.00 -0.15 -0.1236
C 1.798 -1.296 0.895 0.27 -0.17 0.21 -0.1456
H -1.631 -0.895 2.566 -0.06 -0.03 0.18 -0.0087
H -1.052 -2.976 1.326 -0.10 -0.15 -0.06 0.0995
H -1.462 -3.811 -0.190 0.00 0.03 0.03 0.1189
H -3.727 -3.520 0.288 0.01 0.06 0.08 0.1193
H -3.319 -2.605 1.763 0.01 -0.08 -0.04 0.1188
H -3.931 -2.290 -1.724 0.02 0.10 0.02 0.1213
H -3.751 -0.521 -1.625 0.01 -0.07 -0.04 0.1099
H -1.468 -0.761 -2.125 -0.02 -0.03 -0.14 0.0920
H -1.671 -2.519 -2.192 0.03 0.15 -0.01 0.1219
H -0.861 1.317 -1.784 -0.07 0.03 -0.05 0.0932
H -2.630 1.445 -1.599 0.09 -0.04 -0.03 0.1190
H -1.675 3.691 -1.854 0.06 -0.06 0.03 0.1276
H -0.553 3.399 -0.491 -0.08 -0.04 -0.08 0.1162
H -3.300 3.379 1.801 0.07 -0.05 0.03 0.1262
H -1.521 3.199 1.688 -0.08 -0.02 0.00 0.1291
H -2.512 0.982 2.011 -0.10 0.09 -0.02 0.1016
H -3.613 1.225 0.630 0.04 -0.02 0.03 0.1237
H 0.999 2.008 0.337 -0.01 0.04 0.03 0.0999
H 1.251 1.177 1.877 0.00 0.09 0.04 0.1191
H 3.349 2.287 1.076 -0.04 -0.06 -0.02 0.1404
H 4.832 0.303 1.233 0.06 0.01 0.04 0.1188
H 3.514 0.193 2.406 0.03 0.01 0.08 0.1220
H 3.816 -1.970 1.233 -0.06 0.04 -0.02 0.1407
H 4.734 -1.055 -0.898 0.06 -0.03 -0.04 0.1188
H 3.355 -2.117 -1.201 0.02 -0.06 -0.03 0.1197
H 3.165 -0.027 -2.527 -0.05 0.00 0.08 0.1403
H 4.444 1.445 -0.988 0.05 0.04 -0.03 0.1191
H 2.865 2.141 -1.358 0.00 0.06 -0.04 0.1187
H 0.923 0.638 -1.819 -0.02 0.00 -0.05 0.0998
H 1.084 -1.124 -1.717 -0.04 -0.01 -0.05 0.1176
H 1.460 -2.243 0.467 0.01 -0.08 0.01 0.1190
H 1.536 -1.290 1.953 0.03 -0.08 -0.01 0.1018


Entry 2:
88
Properties=species:S:1:pos:R:3:forces:R:3:lowdin_charge:R:1 method="wB97M-V/def2-TZVPD" e_homo_ev=-9.75 smiles="CCOCCOc1nnc(C[SH](=O)=O)nn1.O=C1C=CC(=O)C=C1.O=C1C=CC(=O)C=C1.O=C1C=CC(=O)C=C1.O=C1C=CC(=O)C=C1.O=C1C=CC(=O)C=C1" max_force_ev_per_a=0.73 homo_lumo_gap_ev=8.075
C 2.274 -2.009 1.393 -0.08 0.18 0.04 -0.0624
C 1.611 -0.945 2.257 0.12 -0.09 0.10 -0.2624
O 0.528 -0.332 1.571 0.13 -0.06 -0.23 -0.1450
C 0.391 1.055 1.775 -0.29 -0.02 0.11 -0.1935
C -1.088 1.394 1.796 0.01 0.03 0.38 -0.1156
O -1.643 1.288 0.456 -0.11 -0.39 0.09 -0.0388
C -2.784 0.595 0.388 -0.07 0.02 -0.03 -0.3938
N -3.848 1.072 1.042 0.41 -0.11 -0.14 0.1606
N -4.933 0.349 1.014 -0.18 -0.43 -0.25 0.1075
C -4.900 -0.797 0.332 0.32 0.04 0.09 -0.3521
C -6.087 -1.725 0.406 0.25 0.10 -0.18 -0.1846
S -6.996 -1.531 1.919 0.17 -0.05 0.38 0.6982
O -8.202 -2.321 1.837 0.50 0.15 0.07 -0.3504
O -6.022 -1.721 2.975 -0.68 -0.08 -0.25 -0.3562
N -3.860 -1.217 -0.403 -0.43 0.08 0.24 0.1153
N -2.772 -0.503 -0.381 0.05 0.43 0.10 0.1592
H 1.523 -2.687 0.976 0.10 0.10 0.07 0.0815
H 2.841 -1.553 0.577 -0.19 -0.08 0.08 0.0550
H 2.980 -2.591 1.996 -0.11 0.06 -0.07 0.0797
H 1.214 -1.392 3.183 0.11 0.08 -0.12 0.0946
H 2.348 -0.185 2.550 -0.05 -0.11 -0.05 0.1185
H 0.808 1.350 2.752 -0.09 0.02 -0.18 0.1324
H 0.918 1.607 0.984 -0.01 0.03 0.13 0.1236
H -1.592 0.673 2.452 0.09 0.20 -0.15 0.1027
H -1.274 2.406 2.168 0.11 -0.06 -0.13 0.1319
H -6.751 -1.647 -0.459 0.01 0.02 0.14 0.1180
H -5.701 -2.747 0.485 -0.18 0.03 -0.16 0.1178
H -7.350 -0.228 1.929 -0.05 0.02 -0.12 0.0665
O 5.164 -1.905 -0.330 -0.04 -0.03 0.08 0.1030
C 5.731 -1.232 -1.161 0.11 -0.02 -0.07 -0.3785
C 5.694 -1.598 -2.600 -0.03 0.01 -0.03 0.0268
C 6.343 -0.878 -3.511 -0.04 -0.02 -0.04 0.0212
C 7.118 0.328 -3.129 -0.02 0.01 -0.03 -0.3764
O 7.698 0.989 -3.965 0.02 0.01 0.05 0.0916
C 7.155 0.694 -1.692 0.01 -0.01 0.02 0.0235
C 6.515 -0.031 -0.779 -0.03 0.06 -0.01 0.0282
H 5.119 -2.480 -2.852 0.00 0.01 0.02 0.1242
H 6.340 -1.127 -4.565 0.02 0.02 0.03 0.1230
H 7.729 1.577 -1.440 0.01 0.00 -0.01 0.1216
H 6.528 0.212 0.275 -0.01 -0.01 0.01 0.1234
O -9.316 1.143 1.783 0.06 0.02 0.01 0.0825
C -9.974 1.061 2.803 0.04 0.00 0.07 -0.3761
C -10.260 -0.257 3.417 -0.01 -0.06 -0.01 0.0228
C -10.935 -0.353 4.559 -0.01 0.05 -0.01 0.0319
C -11.449 0.856 5.251 0.01 0.00 -0.01 -0.3839
O -12.068 0.775 6.289 -0.01 0.00 0.01 0.1109
C -11.174 2.176 4.623 0.03 0.00 -0.02 0.0242
C -10.487 2.272 3.487 -0.05 0.01 -0.02 0.0218
H -9.876 -1.119 2.884 -0.02 -0.02 0.02 0.0948
H -11.145 -1.303 5.036 -0.01 0.01 0.01 0.1250
H -11.558 3.041 5.148 0.00 -0.01 0.02 0.1223
H -10.264 3.220 3.016 0.00 -0.01 -0.02 0.1221
O -2.381 -5.757 6.367 -0.01 -0.01 0.00 0.1070
C -2.330 -4.723 5.738 0.02 0.01 0.00 -0.3861
C -1.034 -4.028 5.515 0.00 0.03 -0.02 0.0254
C -0.969 -2.892 4.826 -0.01 -0.02 0.02 0.0239
C -2.191 -2.275 4.252 0.02 -0.03 0.01 -0.3593
O -2.129 -1.238 3.622 -0.03 -0.02 0.01 0.0963
C -3.487 -2.965 4.473 0.12 0.08 -0.05 0.0314
C -3.548 -4.102 5.162 -0.02 0.02 -0.01 0.0293
H -0.160 -4.502 5.943 -0.01 -0.02 0.01 0.1221
H -0.039 -2.367 4.649 -0.03 -0.01 0.01 0.1008
H -4.350 -2.483 4.035 -0.04 -0.06 0.04 0.0802
H -4.479 -4.626 5.337 0.01 -0.01 0.01 0.1241
O 11.274 0.076 -6.971 0.00 -0.01 0.00 0.1041
C 11.058 1.247 -6.746 0.01 0.01 0.01 -0.3837
C 11.412 2.297 -7.737 0.00 0.03 0.00 0.0179
C 11.176 3.583 -7.492 0.00 -0.02 -0.01 0.0179
C 10.547 4.022 -6.219 0.01 -0.01 0.00 -0.3865
O 10.331 5.194 -6.001 0.00 0.02 0.00 0.1034
C 10.195 2.973 -5.232 0.00 -0.01 0.01 0.0197
C 10.432 1.687 -5.475 0.02 0.01 -0.02 0.0135
H 11.867 1.950 -8.656 0.00 -0.02 0.01 0.1203
H 11.423 4.367 -8.196 -0.01 0.01 0.01 0.1204
H 9.729 3.313 -4.316 -0.02 0.00 -0.01 0.1197
H 10.172 0.906 -4.774 -0.02 -0.01 -0.01 0.1085
O -1.286 2.034 -5.344 -0.04 0.00 -0.02 0.1072
C -0.424 1.811 -4.522 0.03 0.01 0.02 -0.3864
C 0.986 1.587 -4.931 0.04 -0.01 -0.01 0.0214
C 1.935 1.344 -4.032 -0.06 -0.02 0.01 0.0178
C 1.626 1.284 -2.580 0.07 0.04 0.07 -0.3728
O 2.500 1.071 -1.762 -0.08 0.01 -0.08 0.0943
C 0.218 1.513 -2.170 0.06 0.01 -0.03 0.0339
C -0.728 1.759 -3.072 -0.01 -0.02 0.04 0.0292
H 1.187 1.638 -5.994 -0.01 0.00 0.00 0.1217
H 2.968 1.184 -4.306 0.09 -0.02 0.00 0.1152
H 0.001 1.470 -1.113 0.02 -0.07 -0.03 0.0893
H -1.761 1.931 -2.796 -0.01 0.00 0.00 0.1206


Entry 3:
11
Properties=species:S:1:pos:R:3:forces:R:3:lowdin_charge:R:1 method="wB97M-V/def2-TZVPD" e_homo_ev="-13.02 / -13.02" e_above_lowest_kcal_mol=166.6 charge=+1 max_force_ev_per_a=5.13 homo_lumo_gap_ev="5.177 / 5.177"
C -3.089 -0.228 0.257 -1.61 -0.51 1.75 -0.1288
C 0.902 -0.287 0.821 0.93 0.10 -0.21 0.4262
N -2.119 0.207 -0.329 4.91 1.25 -0.77 -0.0008
N 1.972 0.337 0.545 -0.79 -0.77 -1.63 -0.0679
N 3.071 -0.161 -0.217 1.16 -1.12 -0.92 0.1032
H -3.985 -0.282 -0.317 -1.39 -0.67 0.49 0.0724
H -2.899 -0.423 1.325 -1.08 -0.27 -0.36 0.0804
H -2.197 0.400 -1.298 -0.60 0.24 -1.05 0.0335
H 1.980 1.322 0.812 0.35 0.42 0.20 0.1844
H 3.002 -1.171 -0.466 -0.51 0.87 0.93 0.1351
H 3.361 0.288 -1.132 -1.37 0.45 1.58 0.1624